DFT (ωB97M-V/def2-TZVPD) results for a 2-piece molecular cluster, C6H6N2O2S overall at a distorted geometry.

Each line ends with the Mulliken charge.
Geometry (Å):
C1 -0.121 -1.510 0.626  -0.765
O1 -1.034 2.825 2.761  -0.571
H1 -0.377 -3.440 -0.472  0.349
C2 0.486 0.252 -0.881  -0.370
H2 -0.210 -1.787 1.661  0.444
C3 -0.329 -2.353 -0.515  -0.225
N1 0.910 2.280 1.139  -0.321
H3 0.677 1.212 -1.161  0.441
C4 0.229 -0.574 -1.957  -0.162
C5 -0.186 -1.855 -1.821  -0.668
O2 -1.552 1.907 0.543  -0.483
S1 -0.646 2.070 1.621  1.027
C6 0.280 -0.294 0.314  0.789
H4 1.528 2.706 1.760  0.253
H5 0.507 0.015 -2.880  0.244
N2 0.469 0.972 1.854  -0.382
H6 -0.630 -2.426 -2.592  0.397

Orbital gap (eV): 10.444
Strongest force on any atom (eV Å⁻¹): 5.469
Spin multiplicity: 1
LUMO (eV): 0.48
Net charge: 0

***

DFT (ωB97M-V/def2-TZVPD) results for a 8-piece molecular cluster, C50H88FINO23P2 overall at a distorted geometry.

Each line ends with the Mulliken charge.
Geometry (Å):
H1 -5.284 0.144 1.262  0.385
H2 -0.709 9.065 11.429  0.350
H3 -6.618 -4.314 -3.977  0.254
I1 1.742 -3.497 1.631  0.176
H4 0.811 3.177 1.369  0.329
H5 6.748 2.686 -0.227  0.410
H6 -0.162 1.714 5.272  0.286
H7 -5.176 -3.256 -5.693  0.375
O1 -7.143 -3.956 0.177  -0.555
H8 2.875 -0.237 -10.604  0.317
H9 5.575 1.918 0.831  0.281
H10 2.603 2.990 -6.439  0.283
O2 8.594 -3.501 -8.711  -0.560
H11 -5.181 -2.281 0.571  0.380
C1 -4.455 -2.327 2.788  -0.066
C2 2.470 0.706 -10.215  0.488
C3 2.614 -1.749 4.228  -0.420
H12 -3.512 -2.027 3.427  -0.455
H13 -3.077 2.489 -1.185  0.313
C4 -6.170 -4.937 -4.761  0.574
H14 0.934 2.141 -10.744  0.279
C5 6.064 -2.384 -6.737  0.493
O3 -0.829 6.995 8.221  -0.265
H15 -1.599 -0.254 3.962  0.147
H16 -3.814 -2.863 5.487  0.022
H17 0.602 0.480 -11.285  0.380
H18 -4.289 0.188 -1.098  0.348
H19 -7.484 -7.109 -1.851  -0.104
H20 -5.152 -7.428 -1.299  0.289
C6 -0.849 9.012 9.266  0.492
H21 4.961 -0.569 -7.116  -0.155
H22 1.368 1.378 -8.456  -0.098
H23 6.486 -3.616 -5.005  0.312
H24 -6.688 -3.939 4.278  0.263
C7 3.078 4.128 5.703  -0.962
H25 1.491 5.802 -4.914  0.381
H26 7.634 -2.269 -5.226  0.282
H27 -3.301 -2.403 0.703  0.154
C8 -4.249 -1.901 1.201  -0.222
H28 -0.338 2.124 -0.696  0.240
C9 6.062 0.748 -0.915  0.754
H29 -5.459 -7.373 0.457  0.334
C10 0.604 1.462 2.879  0.171
F1 5.266 -0.172 6.714  -0.369
O4 0.495 8.638 9.015  -0.337
H30 4.355 1.226 5.213  0.203
C11 2.753 0.220 6.669  -0.901
C12 -1.557 7.692 9.217  -0.527
C13 -4.973 -3.096 5.613  -0.630
C14 2.033 0.572 -8.788  -0.050
H31 -5.603 -2.087 5.531  0.213
C15 -6.912 -5.116 -0.120  0.615
H32 3.085 5.156 6.267  0.362
H33 3.462 -1.924 5.051  0.450
O5 -0.321 4.327 -6.329  -0.338
H34 4.108 3.607 5.900  0.263
C16 -5.014 -5.736 -4.241  -0.486
H35 -4.230 2.445 0.338  0.321
O6 -1.135 -1.527 1.936  -0.590
O7 -5.687 -5.585 -0.512  -0.213
C17 -0.976 9.725 10.597  -1.441
H36 -1.170 9.674 8.453  0.249
O8 -7.104 -5.949 -5.096  -0.349
H37 -2.328 1.986 1.949  0.116
H38 0.352 5.036 7.660  0.194
C18 -4.766 -3.934 2.986  0.254
H39 2.330 0.657 7.697  0.511
H40 -1.997 10.087 10.753  0.380
C19 -7.247 -7.213 -0.785  1.002
H41 -0.289 10.577 10.641  0.355
O9 3.258 0.687 -8.085  -0.276
H42 -2.557 -0.264 -0.507  0.155
H43 -0.668 0.476 0.318  0.003
C20 0.208 4.489 6.630  -0.792
O10 -1.070 3.834 -8.436  -0.567
C21 5.478 -1.061 -6.286  -0.697
H44 1.758 1.651 0.798  0.111
H45 7.860 -0.126 -1.752  0.338
H46 6.262 -0.372 -5.952  0.209
O11 -7.837 -6.121 -0.101  -0.390
C22 4.053 -1.362 1.891  -0.908
H47 -4.367 -6.137 -5.029  0.314
H48 -5.112 -3.529 6.709  0.318
C23 -5.832 -4.087 -5.969  -1.515
C24 1.842 3.737 -6.678  -0.403
O12 -5.661 -6.822 -3.601  -0.277
H49 -0.841 3.973 6.576  0.365
H50 -1.492 7.124 10.152  0.321
C25 -5.539 -4.118 4.457  -0.594
P1 -0.573 -1.094 3.383  0.187
H51 -2.608 7.790 8.931  0.298
C26 7.004 -3.000 -5.745  -0.375
O13 1.389 7.034 7.646  -0.517
H52 2.932 -0.936 6.912  0.511
O14 5.150 1.907 -8.508  -0.586
C27 0.805 3.864 -5.603  0.545
H53 -5.381 -5.231 4.858  0.349
H54 0.720 -0.367 5.851  0.107
H55 -7.383 -9.372 -0.845  0.368
H56 7.253 1.323 0.798  0.387
C28 7.842 -3.198 -7.801  0.550
H57 1.417 -0.460 1.978  0.250
H58 7.591 1.568 -2.239  0.304
C29 -7.776 -8.533 -0.262  -1.634
C30 -1.969 2.367 0.878  -0.428
H59 -5.490 -4.360 2.156  -0.386
H60 0.268 5.301 5.780  0.294
H61 4.769 -1.206 -5.465  0.378
H62 5.805 -0.227 -0.484  0.051
H63 -5.404 -1.722 3.188  0.201
O15 -7.596 -7.947 -4.091  -0.563
H64 5.260 -3.075 -7.016  0.262
H65 5.016 -1.949 1.508  0.411
P2 1.575 3.121 6.425  0.115
C31 -4.162 -0.237 1.199  -0.419
H66 0.318 5.034 -3.857  0.358
O16 6.900 -2.210 -7.869  -0.303
C32 1.389 1.227 -11.140  -1.393
O17 1.070 3.329 -7.794  -0.293
H67 -3.577 0.114 2.152  -0.024
H68 3.440 -1.095 0.919  0.296
H69 2.948 0.277 3.846  0.387
O18 1.325 2.314 3.834  -0.393
H70 1.813 1.486 -12.116  0.363
C33 4.081 1.448 -8.871  0.632
C34 -0.568 1.655 0.378  -0.120
C35 3.218 -2.394 2.850  -0.668
C36 -6.856 -6.992 -4.248  0.655
H71 -6.745 -3.683 -6.420  0.360
C37 1.026 1.786 5.176  0.114
C38 1.649 0.275 5.460  -0.350
H72 4.474 -0.406 2.446  0.164
H73 2.333 4.684 -6.927  0.295
H74 4.395 1.761 7.025  0.232
H75 -5.336 -4.679 -6.746  0.365
N1 2.123 -0.329 4.137  0.350
C39 1.055 -0.136 3.053  0.013
C40 1.180 4.836 -4.503  -1.458
H76 4.003 -3.226 3.193  0.582
O19 4.936 1.211 -1.641  -0.310
O20 6.327 0.213 -3.106  -0.226
C41 -0.189 3.829 -7.595  0.539
H77 -4.404 -5.175 -3.528  0.316
H78 1.996 4.440 -3.890  0.345
H79 -7.505 -8.682 0.788  0.389
H80 -1.915 3.537 0.960  0.327
O21 3.541 1.628 -10.113  -0.385
H81 -0.416 -2.312 4.135  0.083
O22 4.187 0.718 -3.749  -0.518
C42 6.437 1.719 0.185  -1.565
H82 -8.870 -8.552 -0.309  0.361
H83 2.949 4.345 4.556  0.243
C43 0.438 7.514 8.239  0.660
C44 -3.516 0.353 -0.221  -0.363
C45 0.739 1.989 1.309  -0.812
C46 7.099 0.621 -1.990  -0.482
O23 7.834 -3.798 -6.570  -0.338
C47 -5.787 -6.999 -0.519  -0.481
H84 -0.552 1.544 3.134  -0.053
H85 1.716 -2.458 4.565  0.244
C48 5.069 0.713 -2.907  0.573
C49 4.224 0.841 6.309  -0.078
H86 -3.770 -4.581 2.991  0.268
H87 0.547 2.889 -5.172  0.215
C50 -3.242 1.991 -0.139  -0.784
H88 1.558 -0.391 -8.584  0.359

Orbital gap (eV): 8.219
Strongest force on any atom (eV Å⁻¹): 6.946
Spin multiplicity: 1
LUMO (eV): -2.80
Net charge: +1

***

DFT (ωB97M-V/def2-TZVPD) results for an isolated ion of composition C5H9N2S and charge +1 at a distorted geometry.

Each line ends with the Mulliken charge.
Geometry (Å):
H1 -3.286 -0.278 -1.260  0.331
H2 -3.681 0.381 0.260  0.407
C1 1.602 -0.875 1.649  -0.801
H3 1.469 -0.548 2.657  0.319
H4 1.501 -1.912 1.804  0.391
H5 1.443 0.794 -2.179  0.324
H6 2.251 1.437 -0.509  0.319
C2 -1.616 0.159 -0.218  0.622
H7 2.583 -0.278 -1.160  0.358
S1 -1.086 -0.722 1.214  0.071
N1 0.493 -0.494 0.759  0.083
N2 -0.565 0.474 -0.924  -0.436
C3 0.591 0.142 -0.443  0.562
H8 -3.093 1.428 -1.062  0.314
H9 2.550 -0.690 1.118  0.298
C4 1.832 0.555 -1.167  -1.093
C5 -2.989 0.429 -0.540  -1.071

Orbital gap (eV): 10.027
Strongest force on any atom (eV Å⁻¹): 2.914
Spin multiplicity: 1
LUMO (eV): -4.68
Net charge: +1

***

DFT (ωB97M-V/def2-TZVPD) results for C39H48BrIN6Ru as an isolated structure at a distorted geometry.

Each line ends with the Mulliken charge.
Geometry (Å):
H1 -4.789 -3.194 -1.477  0.502
H2 -0.518 1.243 -3.114  0.772
C1 -0.054 0.007 -4.814  -1.490
H3 -0.722 -2.936 -0.218  0.396
C2 -0.786 4.274 1.645  -1.606
H4 -3.854 -1.931 -3.164  0.567
C3 1.502 -0.673 3.270  -0.306
H5 2.114 1.717 0.184  0.094
H6 0.619 -5.004 -1.514  0.538
H7 -5.634 -3.394 0.827  0.489
H8 -2.205 -1.589 -2.655  -0.033
H9 1.840 -1.257 4.125  0.419
C4 0.302 -1.912 -2.882  -0.514
C5 7.711 -0.238 1.549  -0.591
C6 0.387 -2.919 -1.895  -0.435
H10 -3.344 -0.265 -2.884  0.186
H11 0.901 -2.904 0.062  0.451
C7 1.912 2.418 -2.240  -0.809
C8 5.647 -1.477 1.480  -0.394
H12 -2.664 4.114 -2.284  0.618
H13 1.651 1.403 -1.897  -0.198
C9 0.284 -1.260 -5.218  -0.959
C10 -3.302 -0.463 -0.133  -1.381
C11 -1.698 2.771 -0.944  0.923
C12 6.776 -1.056 2.170  -0.645
C13 0.338 4.343 0.662  2.054
C14 -4.986 -2.575 0.561  -1.028
C15 -4.495 -2.469 -0.732  -1.114
C16 1.842 1.635 2.185  -0.066
H14 0.397 -1.509 -6.261  0.494
H15 6.929 -1.373 3.190  0.427
H16 -0.408 -1.962 1.905  0.256
H17 -4.517 2.898 -0.648  0.454
C17 0.591 -4.228 -2.265  -0.463
N1 0.008 -0.639 -2.512  1.578
H18 -0.429 -1.188 4.104  0.442
C18 2.594 4.458 -0.971  -0.852
C19 -2.110 4.144 -1.347  -2.306
H19 -0.214 0.798 -5.527  0.594
H20 2.953 2.430 -2.554  0.624
H21 2.027 1.172 4.254  0.417
H22 -2.773 4.583 -0.601  0.399
H23 -3.613 0.161 3.188  0.541
H24 3.304 0.490 3.268  0.460
H25 -4.215 2.395 -2.294  0.467
C20 7.522 0.159 0.239  -0.366
H26 -0.328 0.471 3.510  0.490
C21 -3.669 -1.422 -1.106  1.368
N2 -2.413 0.575 -0.418  2.003
C22 0.744 -4.581 -3.614  -0.921
C23 2.411 5.408 0.025  -1.134
C24 -3.846 -0.536 1.173  1.305
H27 -1.416 3.397 1.507  -0.139
H28 1.785 -1.223 2.367  0.119
H29 -2.686 1.102 1.993  0.034
C25 -3.615 0.556 2.174  -1.590
I1 3.710 -1.670 -0.864  0.148
C26 -2.744 1.726 -0.882  -0.099
N3 1.855 0.999 0.861  0.525
H30 2.586 0.287 0.846  -0.324
H31 8.249 0.785 -0.253  0.441
H32 -1.399 5.172 1.576  0.512
H33 -4.442 1.267 2.124  0.377
C27 0.448 -2.273 -4.254  0.657
H34 0.803 -3.886 -5.629  0.486
C28 0.687 -3.622 -4.590  -0.866
C29 -0.026 -0.556 3.302  -0.892
H35 3.139 6.188 0.170  0.499
Br1 6.135 0.337 -2.245  -0.175
H36 -0.378 4.254 2.657  0.592
N4 0.160 -2.520 -0.526  0.095
C30 1.672 3.441 -1.174  0.984
H37 8.585 0.092 2.086  0.414
N5 -0.491 2.449 -0.622  1.339
C31 -3.244 -1.290 -2.533  -0.846
H38 0.890 -5.619 -3.875  0.455
H39 3.462 4.514 -1.608  0.575
H40 0.846 2.053 2.351  -0.090
H41 1.167 6.038 1.645  0.615
C32 -4.145 2.072 -1.255  -2.037
H42 -1.252 4.800 -1.472  0.423
H43 -5.128 -1.639 2.473  0.535
H44 1.312 2.650 -3.118  0.395
C33 -0.200 0.264 -3.448  -0.627
H45 -4.798 1.212 -1.117  0.446
C34 1.307 5.323 0.848  -0.742
C35 2.228 0.674 3.306  -1.437
H46 4.935 -2.135 1.956  0.449
C36 -4.682 -1.593 1.492  -1.212
H47 -1.630 -0.894 2.082  -0.009
Ru1 -0.092 0.017 -0.220  0.785
H48 2.558 2.466 2.200  0.402
N6 -0.614 -0.971 2.017  -0.192
C37 6.389 -0.249 -0.458  0.123
C38 0.493 3.415 -0.396  -1.078
C39 5.452 -1.068 0.172  0.213

Expectation value of S²: 1.15
Orbital gap (alpha / beta) (eV): 6.196 / 2.610
Strongest force on any atom (eV Å⁻¹): 2.940
Spin multiplicity: 2
LUMO (alpha / beta) (eV): -8.98 / -12.56
Net charge: +3

***

Respective E_tot values: -890.2174, -4822.9797, -703.3563, -4809.0988 Ha.